Molecular formula: C24H55N22O12
Method: DFT, ωB97M-V/def2-TZVPD

**HOMO-LUMO gap**: 6.3 eV
**Net charge**: +1
**E_LUMO**: -3.97 eV
**Energy above the lowest of the compared OMol25 structures with the same formula, charge and spin**: 0.0 kcal/mol

Each line ends with the Löwdin charge.
Cartesian coordinates (Å):
N: 7.369 -1.030 4.653  0.166
H: 10.128 4.421 2.323  0.092
H: 4.748 -0.227 2.749  0.089
C: -5.820 3.579 -0.241  -0.680
O: 6.591 1.029 4.067  -0.023
H: 6.606 -3.390 11.402  0.108
C: -1.975 -0.503 -1.285  -0.229
H: 1.924 -2.375 2.641  0.090
O: -11.416 7.242 -6.155  0.008
H: -6.792 5.273 -0.784  0.090
N: -1.082 -1.120 -0.407  0.168
H: -4.318 -1.237 3.634  0.107
H: 13.217 3.308 3.646  0.103
C: -12.040 6.931 -7.159  -0.666
H: 4.183 -6.207 9.826  0.103
C: 2.518 -2.227 -3.060  -0.245
H: -13.682 5.880 -7.915  0.096
H: -4.506 1.274 -3.589  0.141
H: -10.858 7.936 -8.468  0.106
C: -3.292 -0.942 -1.322  0.097
H: 0.680 -4.656 -8.637  0.110
H: -5.750 -2.644 0.128  0.086
H: 2.143 0.399 -0.927  0.122
C: 0.486 -1.010 -3.515  -0.040
H: -6.085 1.822 -1.418  0.054
H: 6.949 -4.375 7.464  0.071
N: -5.654 2.264 -0.628  0.147
C: 3.600 -1.540 1.687  -0.672
N: -1.712 -3.489 -6.834  0.149
N: -4.956 -1.152 2.864  0.160
H: -7.145 3.956 -1.816  0.078
H: -0.377 -0.475 -0.064  0.098
H: -0.148 1.740 -2.909  0.134
H: -3.563 -1.768 -0.680  0.126
H: -9.436 6.259 -4.904  0.094
H: -1.015 -4.657 -8.978  0.098
C: 2.792 -1.329 -2.032  -0.022
C: -5.615 -0.876 -2.144  -0.457
C: 7.514 0.303 4.438  -0.680
N: 10.195 3.447 2.547  0.150
O: 4.252 -1.512 0.655  0.012
C: 8.537 -4.549 6.200  -0.665
N: 12.380 3.708 3.267  0.149
H: 6.462 -1.429 4.503  0.089
O: 0.524 -3.519 -6.445  0.017
N: 5.821 -4.007 11.501  0.157
H: 5.317 -4.022 12.367  0.096
O: -5.638 -2.248 -2.166  0.082
H: 8.910 1.773 4.499  0.079
C: 0.762 -0.130 -2.474  -0.261
H: -12.168 7.113 -9.239  0.096
C: 3.448 -3.368 -3.355  -0.032
H: -2.499 -3.706 -7.414  0.093
H: 7.404 -6.005 7.161  0.094
O: 8.716 -3.351 6.014  -0.001
H: 12.357 4.686 3.055  0.091
N: 3.927 -0.815 2.788  0.170
N: 8.762 0.796 4.656  0.163
H: 3.902 -5.670 11.445  0.095
O: 11.370 1.677 3.330  0.019
H: -13.448 5.827 -6.203  0.106
H: 9.542 0.234 4.941  0.099
H: 0.051 1.449 -1.172  0.142
O: -7.944 5.791 -2.947  -0.009
H: 9.408 2.850 2.372  0.099
C: -2.505 1.130 -2.895  0.013
C: -3.816 0.745 -2.948  0.036
H: 1.160 -2.725 -4.640  0.075
H: -2.127 1.950 -3.487  0.148
N: 2.473 -2.318 1.804  0.147
H: -0.413 -0.890 -4.114  0.110
H: -5.036 1.717 -0.059  0.087
C: -0.191 0.984 -2.126  -0.048
C: -4.213 -0.329 -2.157  -0.096
H: -5.615 -0.396 2.860  0.097
N: -6.658 4.308 -1.012  0.161
C: 1.356 -2.048 -3.816  -0.016
C: 5.506 -4.789 10.431  -0.664
H: -6.439 -1.199 0.793  0.099
H: 9.233 -6.473 5.751  0.090
N: -5.773 -1.948 0.850  0.157
H: -0.569 -1.853 -0.895  0.123
C: -0.419 -3.793 -7.170  -0.664
H: 3.398 -0.836 3.640  0.098
H: -1.859 -3.033 -5.955  0.090
N: -1.604 0.518 -2.097  0.031
H: 3.011 -4.035 -4.096  0.079
H: -10.119 7.698 -4.276  0.079
N: -9.484 6.931 -4.162  0.159
C: -8.711 6.744 -3.068  -0.661
N: -0.257 -4.422 -8.366  0.160
H: 4.418 -3.017 -3.705  0.090
H: -5.572 -2.580 -3.072  0.141
O: -4.081 -3.015 1.906  0.027
N: -11.670 7.351 -8.403  0.155
O: -6.610 -0.223 -2.096  0.175
H: 2.223 -2.883 1.015  0.093
N: -13.152 6.144 -7.107  0.155
C: -4.885 -2.100 1.887  -0.686
O: 6.144 -4.749 9.390  0.012
H: 3.685 -1.444 -1.431  0.094
H: 10.090 -5.154 5.033  0.101
N: 4.435 -5.620 10.598  0.153
C: 11.322 2.865 3.066  -0.684
H: 8.115 -1.635 4.962  0.058
O: -5.229 4.020 0.732  0.017
N: 9.346 -5.487 5.617  0.147
H: -8.279 7.596 -1.265  0.097
C: 1.927 -0.291 -1.735  -0.037
H: 3.628 -3.960 -2.456  0.086
N: 7.545 -5.028 6.989  0.160
N: -8.836 7.694 -2.091  0.153
H: -9.455 8.478 -2.167  0.096


Molecular formula: C24H55N6O13
Method: DFT, ωB97M-V/def2-TZVPD

**HOMO-LUMO gap**: 6.1 eV
**Net charge**: -1
**E_LUMO**: 2.37 eV

Each line ends with the Löwdin charge.
Cartesian coordinates (Å):
C: -1.758 -0.959 -0.628  -0.066
H: -2.107 -1.838 -1.170  0.066
H: 2.130 2.154 -4.990  0.103
C: -3.000 -3.238 1.696  -0.089
O: 1.628 1.364 5.071  0.056
C: 4.099 -0.837 -2.597  -0.537
H: 6.280 -0.916 -3.258  0.064
C: -2.888 -5.636 4.631  -0.010
C: 3.556 0.755 6.306  -0.003
H: 3.707 6.507 -3.040  0.078
H: -1.998 -5.834 5.228  0.079
H: 2.265 7.371 -2.810  0.075
H: 2.742 3.228 0.080  0.072
O: -2.881 -3.349 4.361  0.068
H: 2.146 -1.308 -1.781  0.054
H: 0.068 -1.444 -4.384  0.100
H: -0.065 -0.063 3.573  0.059
C: 0.722 -2.122 3.064  -0.607
C: 2.789 1.063 5.006  -0.571
O: 0.373 -3.269 2.749  0.006
C: -2.749 -0.350 -4.148  -0.052
C: -2.920 -4.373 3.786  -0.614
C: 2.474 5.577 -1.529  -0.535
H: 2.073 -0.790 3.191  0.045
H: -1.929 -1.173 0.427  0.051
H: 5.852 -1.623 -1.769  0.066
N: 3.104 -1.554 -1.986  0.178
C: -3.161 3.500 -0.084  -0.055
C: -4.963 3.010 1.454  -0.473
H: -3.582 2.834 -0.838  0.097
H: -7.242 2.133 2.609  0.089
H: -1.552 -3.321 -5.647  0.071
H: -0.052 -0.384 -1.757  0.074
H: 3.862 -0.291 6.274  0.075
H: -3.803 -5.734 5.215  0.074
C: -6.321 1.599 2.845  -0.071
C: 2.065 3.198 -0.773  -0.070
O: -3.591 3.184 1.226  -0.035
O: -5.111 2.236 2.552  -0.017
O: -1.341 1.778 -3.190  0.090
H: -3.575 4.496 -0.243  0.090
H: 2.300 2.185 -1.100  0.068
N: -2.933 -4.478 2.448  0.031
O: 0.153 1.376 -4.840  -0.004
H: 1.545 1.583 -3.473  0.085
H: 2.695 -2.357 2.587  0.130
N: -0.053 -2.124 -3.647  0.183
H: 0.098 -0.048 1.185  0.065
O: -5.883 3.078 0.621  0.078
H: -2.559 -5.266 1.939  0.143
O: 4.034 0.389 -2.775  -0.037
H: -2.075 3.579 -0.116  0.092
H: 1.919 1.475 2.335  0.091
N: 2.206 4.276 -1.716  0.019
H: 0.049 -1.832 -2.686  0.055
H: 0.156 -1.207 4.861  0.085
O: -0.607 -4.131 -2.871  -0.017
O: 0.457 -1.971 -0.585  -0.293
H: 0.202 -3.188 -5.879  0.082
H: 3.502 1.940 2.031  0.075
H: 4.478 1.336 6.281  0.068
C: 2.940 1.131 2.498  -0.077
H: 1.108 3.107 -0.259  0.073
C: 1.240 2.138 -4.360  -0.029
H: -0.297 1.254 -0.037  0.065
H: -3.277 -3.174 0.644  0.072
H: 3.028 0.949 7.240  0.080
H: -3.153 -1.246 -4.618  0.089
H: 5.307 -2.483 -3.326  0.062
C: -0.232 -0.763 -0.751  -0.687
H: 3.176 -2.561 -1.969  0.102
H: -2.241 -0.034 -0.943  0.058
C: -0.482 -3.339 -3.861  -0.596
H: -1.224 -1.269 3.703  0.071
H: 3.143 0.231 1.916  0.078
C: 0.215 0.313 0.163  -0.078
H: -0.714 -4.741 -5.499  0.080
H: -3.637 -2.489 2.166  0.089
C: 2.644 6.351 -2.857  0.001
N: 3.443 0.878 3.844  -0.001
C: -0.582 -3.677 -5.300  -0.022
C: 5.518 -1.550 -2.804  -0.014
C: -0.150 -1.122 3.819  -0.002
H: -6.386 0.606 2.400  0.101
H: 4.419 0.626 3.901  0.137
H: 1.267 0.421 -0.099  0.058
H: -2.941 -6.506 3.977  0.057
H: 2.270 5.798 -3.719  0.063
O: -1.622 0.172 -4.855  -0.013
H: 0.916 3.151 -4.123  0.083
H: -1.968 -2.933 1.518  0.064
N: 1.947 -1.739 2.869  0.175
C: -0.976 1.160 -4.206  -0.581
H: -2.568 -0.691 -3.129  0.069
H: 1.997 3.995 -2.664  0.085
O: 2.791 5.961 -0.412  0.028
H: -3.609 0.319 -4.123  0.095
H: -6.344 1.557 3.934  0.093